Molecular formula: C23H54BN3O12P2
Method: DFT, ωB97M-V/def2-TZVPD

Properties
* HOMO level: -8.4 eV
* DFT total energy: -2683.36123 a.u.

```
! RIJCOSX wB97M-V def2-TZVPD def2/J DEFGRID3
* xyz 0 1
C 0.61285 -1.68521 2.73358
C 0.90285 -0.21822 3.03620
O 1.11569 0.44731 1.80340
C 1.24717 1.86615 1.76420
B 0.89885 2.26463 0.25420
O 1.37699 3.42548 -0.28577
O 0.00003 1.47439 -0.44432
C 0.52631 0.60857 -1.44583
C 0.18850 2.61880 2.62378
C -1.23314 2.06614 2.63902
O -2.20748 3.08884 2.57525
O -2.21294 3.61140 1.23996
C 0.85298 2.79854 3.98472
O 0.30985 3.12615 5.00185
N 2.23295 2.51598 3.85805
C 2.54191 2.44417 2.41230
P 2.80248 4.32153 1.97549
O 3.79527 4.72106 3.19950
O 3.91558 4.12722 0.76382
P 4.22666 1.67331 2.14802
C 4.21100 0.05182 3.02659
C 4.21290 1.23302 0.34702
C 3.99927 -0.24548 0.00443
H -0.06646 -2.09516 3.48190
H 0.10277 -1.74082 1.76768
H 1.52550 -2.27907 2.67677
H 1.77440 -0.15974 3.68728
H 0.05840 0.21127 3.58483
H 1.44194 3.40071 -1.24712
H 0.79641 1.15951 -2.35479
H -0.25297 -0.10816 -1.71061
H 1.38172 0.04136 -1.07240
H 0.09444 3.61685 2.17296
H -1.45528 1.53263 3.56696
H -1.37306 1.36175 1.80826
H -2.32181 2.84352 0.65206
H 2.49436 1.70246 4.39799
H 4.44011 4.01234 3.37554
H 4.48236 4.90810 0.73004
H 3.83315 0.20820 4.03978
H 5.25651 -0.24158 3.14204
H 3.64211 -0.73675 2.53836
H 5.20598 1.54162 0.00717
H 3.50452 1.87373 -0.17390
H 3.78189 -0.33578 -1.06394
H 4.90615 -0.82686 0.18237
H 3.14863 -0.68401 0.52456
C -7.83491 -0.51552 -1.64458
O -8.42830 0.62903 -1.06952
C -8.72892 0.50635 0.31533
C -7.85753 1.42120 1.14661
N -6.47126 0.97815 1.14052
C -5.53060 1.91492 1.74901
C -5.34469 3.27909 1.09747
O -4.73559 3.22368 -0.18220
C -5.61255 3.00556 -1.27023
H -7.78174 -0.34635 -2.71872
H -6.82153 -0.69198 -1.26665
H -8.43721 -1.41083 -1.46094
H -8.61967 -0.53199 0.64256
H -9.77452 0.79630 0.45153
H -8.22489 1.41676 2.17735
H -7.97947 2.44048 0.75370
H -6.18807 0.80559 0.18450
H -4.55236 1.42672 1.76854
H -5.82404 2.06934 2.79207
H -4.65916 3.84293 1.73111
H -6.27837 3.85247 1.05054
H -6.59911 3.43895 -1.08680
H -5.72883 1.94221 -1.50173
H -5.17632 3.49011 -2.14433
C 3.07531 -3.90760 -6.20228
O 2.70550 -4.94596 -5.31879
C 3.77871 -5.78525 -4.91114
C 4.07306 -5.61286 -3.43769
N 4.64349 -4.30122 -3.16601
C 4.76772 -3.97025 -1.75179
C 3.49053 -3.85185 -0.92855
O 2.66895 -2.75885 -1.29343
C 1.75743 -3.00245 -2.34845
H 2.15752 -3.43054 -6.54149
H 3.70445 -3.15328 -5.71634
H 3.60885 -4.29842 -7.07401
H 4.67282 -5.58630 -5.50923
H 3.47461 -6.82015 -5.09026
H 4.78815 -6.38065 -3.12736
H 3.13545 -5.78996 -2.89201
H 4.07428 -3.59725 -3.61822
H 5.29062 -3.01253 -1.68599
H 5.41397 -4.71654 -1.27821
H 3.78873 -3.66674 0.10738
H 2.90647 -4.78006 -0.92622
H 1.42353 -4.04315 -2.36270
H 2.18094 -2.75111 -3.32546
H 0.89024 -2.36196 -2.18611
*
```